# 1
ORCA calculation (wB97M-V/def2-TZVPD) on 11 unconnected molecules or ions with the total composition H22O11 in a non-equilibrium geometry.

Last column: Löwdin charge in e.
Cartesian coordinates (Å):
O -0.083 -2.728 -2.774  -0.020
H 0.047 -3.708 -2.826  0.078
H 0.179 -2.499 -1.935  -0.022
O -4.397 -0.859 -0.684  -0.028
H -3.731 -0.521 -1.350  0.061
H -4.195 -1.629 -0.298  -0.050
O 2.512 1.188 -4.401  -0.116
H 2.000 0.856 -3.586  0.054
H 1.980 2.000 -4.577  0.039
O -0.439 1.778 -2.785  0.060
H -0.703 1.988 -1.963  -0.040
H -1.041 1.298 -3.193  -0.085
O -0.990 0.201 4.456  -0.078
H -0.487 0.483 3.756  -0.077
H -0.687 -0.727 4.859  0.120
O -0.746 1.099 0.098  -0.095
H 0.201 0.994 0.395  0.044
H -1.095 1.769 0.770  0.082
O 1.272 -3.034 2.161  0.007
H 0.843 -3.615 1.557  0.044
H 1.874 -2.658 1.654  -0.029
O -2.057 -0.467 -3.611  -0.046
H -2.024 0.351 -4.057  0.001
H -1.168 -0.710 -3.208  0.060
O 3.510 1.830 1.244  -0.051
H 2.604 1.647 0.785  0.080
H 3.214 2.131 2.035  -0.069
O 1.075 2.382 2.766  0.031
H 0.686 1.976 3.454  -0.033
H 1.415 3.245 2.894  0.049
O 0.376 -1.012 2.569  -0.143
H 0.588 -1.410 3.391  -0.008
H -0.533 -1.642 2.404  0.182

Calculated values
SMILES string = O.O.O.O.O.O.O.O.O.O.O
2S+1 = 1
Kohn-Sham gap = 10.15 eV
Energy = -22875.62933 eV
Energy above the lowest of the compared OMol25 structures with the same formula, charge and spin = 5.885 eV

=====

# 2
ORCA calculation (wB97M-V/def2-TZVPD) on 3 unconnected molecules or ions with the total composition C18H38N5O4 in a non-equilibrium geometry.

Last column: Löwdin charge in e.
Cartesian coordinates (Å):
C 0.903 1.234 4.601  0.233
C -0.096 1.246 3.960  -0.123
N -1.301 1.296 3.208  -0.142
C -2.318 2.031 4.039  -0.059
C -2.239 3.560 4.138  -0.343
O -1.046 4.073 4.692  -0.004
C -2.696 4.333 2.863  -0.204
N -3.855 3.669 2.219  0.011
C -1.113 1.720 1.804  -0.021
C 0.034 2.851 1.705  -0.279
C 1.238 2.469 0.781  0.058
O 0.102 3.481 0.460  -0.110
C -1.761 -0.201 3.254  -0.013
C -2.804 -0.719 2.203  -0.641
N -3.947 0.120 1.879  0.099
N -3.406 -1.945 2.800  0.087
N -2.223 -1.219 0.966  0.094
H 1.678 1.103 5.327  0.074
H -2.205 1.646 5.062  0.151
H -3.351 1.787 3.778  0.117
H -3.018 3.826 4.879  0.158
H -0.674 4.733 4.097  0.097
H -1.874 4.555 2.170  0.114
H -3.059 5.309 3.231  0.127
H -4.642 3.884 2.830  0.089
H -4.071 4.192 1.373  0.090
H -0.657 0.953 1.168  0.130
H -1.944 2.252 1.337  0.123
H 0.274 3.434 2.599  0.124
H 1.963 3.274 0.635  0.114
H 1.052 1.938 -0.154  0.105
H -2.157 -0.404 4.256  0.133
H -0.851 -0.810 3.178  0.143
H -4.552 0.336 2.661  0.078
H -3.742 0.922 1.302  0.063
H -2.693 -2.422 3.350  0.086
H -4.130 -1.626 3.440  0.081
H -2.134 -0.475 0.284  0.066
H -2.828 -1.958 0.633  0.090
C 1.453 -2.860 -1.619  -0.163
C 1.221 -1.870 -2.748  -0.171
C 0.421 -0.784 -2.052  -0.205
O 0.846 -0.765 -0.678  -0.184
C 1.641 -1.937 -0.428  -0.199
H 2.303 -3.520 -1.783  0.116
H 0.563 -3.479 -1.476  0.116
H 2.176 -1.471 -3.092  0.107
H 0.703 -2.295 -3.606  0.119
H -0.652 -1.007 -2.069  0.111
H 0.579 0.202 -2.494  0.115
H 2.685 -1.623 -0.333  0.119
H 1.327 -2.394 0.512  0.112
C 4.136 -4.048 -6.777  -0.171
C 4.958 -2.777 -6.933  -0.171
C 4.179 -1.794 -6.074  -0.202
O 3.572 -2.558 -5.022  -0.164
C 3.689 -3.954 -5.327  -0.206
H 4.692 -4.960 -6.991  0.115
H 3.268 -4.014 -7.440  0.116
H 5.957 -2.928 -6.518  0.116
H 5.065 -2.447 -7.966  0.114
H 3.380 -1.312 -6.647  0.118
H 4.814 -1.019 -5.642  0.116
H 4.436 -4.386 -4.653  0.118
H 2.732 -4.447 -5.149  0.115

Calculated values
2S+1 = 1
Kohn-Sham gap = 8.82 eV
Energy = -34909.42001 eV
Energy above the lowest of the compared OMol25 structures with the same formula, charge and spin = 1.600 eV
Charge = +1

=====

# 3
ORCA calculation (wB97M-V/def2-TZVPD) on a gas-phase ion, C4H11NP (charge +1) in a non-equilibrium geometry.

Last column: Löwdin charge in e.
Cartesian coordinates (Å):
C -0.371 -2.434 0.979  -0.298
P -1.143 -0.731 1.416  0.944
C -0.976 0.301 -0.076  -0.269
N 0.080 0.990 -0.330  -0.260
C 0.201 2.017 -1.388  0.018
C 1.380 0.584 0.209  0.006
H -0.776 -3.161 1.650  0.023
H 0.727 -2.503 1.171  0.043
H -0.634 -2.760 -0.043  0.051
H -2.347 -1.212 0.951  -0.053
H -1.970 0.768 -0.652  0.183
H 1.021 2.735 -1.119  0.124
H -0.635 2.600 -1.494  0.065
H 0.598 1.323 -2.249  0.161
H 1.237 -0.378 0.801  0.080
H 1.666 1.391 0.817  0.102
H 1.944 0.468 -0.642  0.081

Calculated values
SMILES string = CPC=[N+](C)C
2S+1 = 1
Kohn-Sham gap = 9.50 eV
Energy = -15096.67373 eV
Energy above the lowest of the compared OMol25 structures with the same formula, charge and spin = 1.665 eV
Charge = +1

=====

# 4
ORCA calculation (wB97M-V/def2-TZVPD) on 2 unconnected molecules or ions with the total composition C5H8Cl2O in a non-equilibrium geometry.

Last column: Löwdin charge in e.
Cartesian coordinates (Å):
O -1.464 4.088 -1.144  -0.004
C -0.567 3.799 -0.145  -0.253
C 0.178 2.674 -0.217  -1.050
Cl 0.456 1.874 -1.830  0.596
Cl 1.074 2.135 1.121  0.663
H -1.557 3.386 -1.774  0.051
H -0.588 4.378 0.666  0.076
C -0.346 -1.241 -1.033  -0.098
C 0.576 -1.643 -0.221  -0.286
C 0.796 -1.531 1.274  -0.086
H -1.098 -0.556 -0.637  0.052
H -0.279 -1.685 -2.091  0.090
H 1.233 -2.367 -0.789  0.105
H 0.260 -0.571 1.574  0.071
H 1.803 -1.403 1.424  0.039
H 0.441 -2.415 1.605  0.035

Calculated values
SMILES string = OC=C(Cl)Cl.C=CC
2S+1 = 1
Kohn-Sham gap = 9.54 eV
Energy = -32404.29591 eV
Energy above the lowest of the compared OMol25 structures with the same formula, charge and spin = 2.076 eV

=====

# 5
ORCA calculation (wB97M-V/def2-TZVPD) on a molecular structure, C27H52Cl2CoN3O5Si in a non-equilibrium geometry.

Last column: Mulliken spin population.
Cartesian coordinates (Å):
C 0.598 -1.227 -4.107  -0.012
C 1.738 -0.592 -3.391  0.016
H 0.146 -0.561 -4.853  0.000
H -0.176 -1.487 -3.362  0.007
H 0.887 -2.164 -4.617  0.000
C 2.719 0.049 -4.053  -0.001
C 2.740 0.268 -5.526  0.000
H 3.635 0.355 -3.543  0.000
H 1.796 -0.008 -6.018  0.000
H 3.536 -0.343 -5.982  0.000
H 2.966 1.315 -5.782  0.000
Co -0.860 0.095 -0.660  2.779
Cl -1.427 -1.745 -1.681  0.081
C 2.208 0.593 1.505  0.005
O 1.425 1.529 1.334  0.004
N 3.319 0.660 2.284  -0.001
C 3.784 1.955 2.753  0.000
C 4.190 -0.481 2.523  0.000
H 2.151 -0.352 0.953  0.000
H 2.926 2.635 2.749  0.000
H 4.567 2.364 2.087  0.000
H 4.189 1.849 3.772  0.000
H 3.633 -1.403 2.290  0.000
H 4.516 -0.493 3.579  0.000
H 5.107 -0.452 1.904  0.000
H -3.431 0.638 4.066  0.000
H -4.563 -1.822 3.695  0.000
C -3.703 0.772 3.010  0.001
C -4.685 -1.444 2.671  0.000
N -3.617 -0.510 2.326  0.006
H -3.042 1.501 2.553  0.000
C -2.740 -0.748 1.351  0.001
O -2.151 0.216 0.763  0.022
H -4.698 -2.286 1.972  0.000
H -2.537 -1.805 1.072  0.002
H -4.738 1.130 2.983  0.000
H -5.658 -0.929 2.651  0.000
H -0.030 1.269 -3.682  0.013
H 2.427 2.754 -3.119  0.001
C -0.405 2.266 -3.395  -0.019
C 1.693 3.480 -2.749  -0.002
N 0.434 2.845 -2.353  0.016
H -1.435 2.177 -3.023  0.003
C 0.111 2.682 -1.070  0.019
O -0.888 2.022 -0.663  0.008
H 2.111 3.993 -1.878  0.000
H 0.793 3.170 -0.352  0.005
H -0.353 2.920 -4.271  0.000
H 1.519 4.192 -3.560  0.000
O 0.933 0.131 -1.234  0.048
C 1.801 -0.744 -1.869  -0.001
C 3.681 0.756 -1.101  0.006
C 3.219 -0.543 -1.309  0.003
H 2.969 1.573 -1.244  -0.001
C 5.023 0.992 -0.787  -0.001
H 1.503 -1.785 -1.648  -0.008
C 4.074 -1.627 -1.100  0.000
H 5.380 2.017 -0.657  0.000
C 5.898 -0.090 -0.669  0.000
C 5.425 -1.399 -0.807  0.000
H 3.679 -2.649 -1.193  -0.001
H 6.956 0.082 -0.455  0.000
H 6.114 -2.248 -0.719  0.000
Si -5.225 -0.920 -2.669  0.000
Cl -3.487 -0.633 -3.844  0.001
C -5.847 0.815 -2.343  0.000
C -4.885 -2.050 -1.229  0.000
C -6.555 -1.727 -3.763  0.000
H -5.019 1.526 -2.200  0.000
H -6.500 0.810 -1.457  0.000
H -6.441 1.138 -3.214  0.000
H -6.863 -1.050 -4.575  0.000
H -7.455 -1.969 -3.174  0.000
H -6.196 -2.654 -4.234  0.000
H -3.930 -1.820 -0.726  0.001
H -4.817 -3.081 -1.605  -0.001
H -5.736 -1.990 -0.533  0.000
C -0.104 0.491 4.264  0.001
C 0.413 -0.909 3.920  -0.001
C 1.586 -1.236 4.862  0.000
C -0.709 -1.885 4.285  -0.001
O 0.784 -1.024 2.611  -0.003
H -0.542 0.562 5.272  0.000
H -0.880 0.795 3.551  0.000
H 0.666 1.274 4.201  0.000
H 1.267 -1.294 5.912  0.000
H 2.019 -2.190 4.545  0.000
H 2.381 -0.485 4.797  0.000
H -0.936 -1.812 5.354  0.000
H -1.612 -1.712 3.699  0.001
H -0.402 -2.899 4.038  0.000

Calculated values
2S+1 = 4
Kohn-Sham gap (alpha / beta) = 5.56 / 5.56 eV
Energy = -114103.45069 eV
Energy above the lowest of the compared OMol25 structures with the same formula, charge and spin = 0.000 eV
Charge = -1

=====

# 6
ORCA calculation (wB97M-V/def2-TZVPD) on 2 unconnected molecules or ions with the total composition H2NO4S in a non-equilibrium geometry.

Last column: Löwdin charge in e.
Cartesian coordinates (Å):
N 2.298 0.001 0.205  -0.298
O -1.154 -1.425 -0.251  -0.526
O -1.440 1.157 -0.486  -0.468
O 1.609 -1.031 -0.088  -0.252
O 1.579 1.009 0.413  -0.224
S -1.920 -0.106 0.414  0.768
H -0.119 -1.326 -0.183  0.015
H -0.852 1.721 -0.023  -0.015

Calculated values
2S+1 = 1
Kohn-Sham gap = 7.89 eV
Energy = -20546.19004 eV
Energy above the lowest of the compared OMol25 structures with the same formula, charge and spin = 1.629 eV
Charge = -1